Record 1
Density functional theory data (ωB97M-V with the def2-TZVPD basis set) for 5 unconnected molecules or ions with the total composition C34H48Cl8O3.

Last column: Löwdin charge in e.
Geometry (Å):
Cl1 -5.16 3.33 7.15  0.498
Cl2 -0.95 -5.99 3.17  0.556
Cl3 -1.25 4.78 5.87  0.566
Cl4 -3.30 -4.89 1.81  0.533
Cl5 7.02 3.43 3.18  0.506
Cl6 4.69 4.53 1.78  0.664
Cl7 -4.62 5.50 9.03  0.502
Cl8 -0.17 4.63 3.16  0.856
O1 -2.78 -0.07 0.68  -0.016
O2 -1.18 6.31 1.20  0.037
O3 1.96 2.66 2.15  0.049
C1 -3.92 4.20 8.06  -1.049
C2 -1.59 -6.89 -3.38  -0.204
C3 -2.18 1.21 0.77  -0.203
C4 0.80 -2.17 2.31  -0.198
C5 -1.24 6.20 -2.45  -0.119
C6 -0.73 -7.50 -4.59  -0.215
C7 1.89 -6.08 -7.20  -0.141
C8 -0.25 2.75 1.04  -0.065
C9 0.41 7.73 -1.06  -0.147
C10 -0.73 1.35 1.02  -0.038
C11 1.27 -7.10 -6.17  -0.269
C12 2.68 6.46 -1.26  -0.014
C13 -0.04 -3.97 0.56  -0.245
C14 0.86 5.43 0.14  -0.023
C15 5.30 3.23 2.82  -0.983
C16 1.78 4.29 0.38  -0.085
C17 3.12 4.21 -0.19  -0.177
C18 1.14 -3.07 1.07  -0.214
C19 0.26 0.17 1.21  -0.128
C20 -0.57 5.35 0.79  -0.440
C21 -0.22 7.42 -2.50  -0.229
C22 0.13 -6.37 -5.32  -0.221
C23 -0.28 -5.38 -1.67  -0.209
C24 -3.09 2.34 0.57  0.016
C25 3.59 5.33 -1.02  -0.073
C26 0.41 -5.27 -0.23  -0.189
C27 -0.32 -1.08 1.98  -0.194
C28 -2.67 -6.19 2.83  -0.987
C29 -1.17 3.89 0.81  -0.166
C30 -0.75 -6.85 -2.02  -0.206
C31 1.24 3.14 1.29  -0.361
C32 0.09 5.23 4.81  -0.905
C33 1.31 6.52 -0.71  -0.147
C34 -2.60 3.73 0.59  0.011
H1 1.73 -1.57 2.56  0.104
H2 0.57 -5.64 -4.59  0.097
H3 0.86 -8.02 -6.67  0.108
H4 1.01 8.68 -1.19  0.114
H5 -0.66 -3.37 -0.17  0.101
H6 -3.41 3.50 8.72  0.029
H7 1.08 -5.63 -7.84  0.070
H8 1.58 -2.47 0.22  0.114
H9 3.76 3.33 0.03  0.076
H10 -1.41 -7.28 -1.22  0.101
H11 -3.35 -0.10 1.48  0.119
H12 0.59 7.12 -3.22  0.105
H13 0.49 -2.78 3.20  0.107
H14 4.74 3.24 3.75  0.030
H15 0.16 6.32 4.78  0.039
H16 3.06 7.30 -1.90  0.113
H17 2.09 -7.35 -5.44  0.107
H18 -0.94 -0.82 2.88  0.119
H19 1.97 -3.78 1.39  0.109
H20 5.15 2.28 2.31  0.033
H21 -0.01 -8.26 -4.19  0.103
H22 0.05 -6.17 0.33  0.083
H23 -0.54 -5.83 -6.06  0.111
H24 0.43 -5.06 -2.49  0.097
H25 -2.07 6.37 -1.71  0.075
H26 -1.19 -4.72 -1.70  0.104
H27 -1.72 6.08 -3.46  0.074
H28 -1.43 -7.90 -5.37  0.106
H29 1.19 0.49 1.76  0.105
H30 -0.44 7.91 -0.36  0.103
H31 -3.21 -6.20 3.77  0.025
H32 -3.21 4.63 7.36  -0.070
H33 1.52 -5.32 -0.42  0.108
H34 -2.81 -7.14 2.32  0.028
H35 0.16 -7.49 -2.19  0.108
H36 -0.73 5.23 -2.23  0.072
H37 4.62 5.28 -1.45  0.102
H38 -3.25 4.61 0.45  0.117
H39 1.01 4.81 5.20  0.035
H40 -1.02 -1.60 1.27  0.089
H41 -0.78 8.32 -2.89  0.106
H42 0.62 -0.12 0.18  0.136
H43 2.64 -6.53 -7.90  0.065
H44 -0.72 -4.28 1.41  -0.003
H45 2.34 -5.23 -6.62  0.074
H46 -4.18 2.17 0.38  0.115
H47 -2.46 -7.60 -3.23  0.099
H48 -2.00 -5.88 -3.65  0.107

Calculated values
Orbital gap, eV: 8.2
Total energy, eV: -142354.048
Net charge: 0
Max |F|, eV/A: 3.2
HOMO energy, eV: -8.8
M, g mol⁻¹: 788.4
LUMO energy, eV: -0.657
SMILES: CCCCCCCCCCCCCc1c(O)ccc2c1C(=O)c1cccc(CCC)c1C2=O.ClCCl.ClCCl.ClCCl.ClCCl

=====

Record 2
Density functional theory data (ωB97M-V with the def2-TZVPD basis set) for 2 unconnected molecules or ions with the total composition C22H28N2O4.

Last column: Löwdin charge in e.
Geometry (Å):
O1 1.54 -0.14 -6.09  0.029
O2 -4.33 1.07 3.39  0.033
O3 1.47 -2.63 -2.32  0.050
O4 -2.89 -1.45 4.10  -0.089
N1 2.66 0.17 -4.15  0.114
N2 1.17 -2.41 -4.53  0.034
C1 -4.28 -1.59 4.42  -0.067
C2 0.43 0.45 -3.11  -0.102
C3 -0.42 0.77 -0.74  -0.033
C4 -2.35 2.24 3.86  -0.025
C5 2.52 0.25 -5.48  -0.541
C6 1.97 2.22 4.60  -0.140
C7 -2.35 -1.25 -1.10  -0.067
C8 -1.00 2.28 4.20  -0.044
C9 -0.28 1.11 4.47  -0.235
C10 3.46 2.16 4.75  -0.117
C11 -3.03 1.02 3.79  -0.251
C12 -0.51 0.10 -1.98  -0.219
C13 1.71 -0.40 -3.17  -0.174
C14 1.42 -1.91 -3.32  -0.466
C15 -1.48 -0.91 -2.16  -0.035
C16 -2.34 -0.18 4.11  -0.207
C17 -2.25 -0.59 0.13  -0.074
C18 -0.98 -0.11 4.43  0.046
C19 1.16 1.11 4.73  -0.055
C20 0.90 -3.82 -4.82  -0.051
C21 3.68 0.87 -6.23  0.005
C22 -1.29 0.42 0.31  -0.064
H1 -0.45 -1.04 4.63  0.128
H2 3.87 1.87 -5.84  0.083
H3 -1.20 0.92 1.27  0.086
H4 3.79 1.15 5.01  0.072
H5 1.63 0.16 4.99  0.105
H6 -4.47 -2.60 4.79  0.090
H7 -4.57 1.97 3.13  0.112
H8 1.08 -4.03 -5.87  0.083
H9 1.15 -1.76 -5.30  0.090
H10 -0.15 -4.05 -4.58  0.082
H11 1.55 3.18 4.33  0.087
H12 -1.56 -1.43 -3.10  0.108
H13 2.18 -0.31 -2.19  0.153
H14 3.52 0.52 -3.77  0.144
H15 3.42 0.93 -7.28  0.087
H16 -4.58 -0.88 5.20  0.096
H17 -0.11 0.36 -4.06  0.118
H18 -2.90 -0.86 0.95  0.092
H19 3.79 2.84 5.54  0.071
H20 -3.08 -2.03 -1.24  0.096
H21 -0.52 3.26 4.24  0.100
H22 -2.86 3.17 3.64  0.115
H23 1.54 -4.46 -4.21  0.084
H24 0.32 1.54 -0.60  0.104
H25 -4.89 -1.43 3.53  0.085
H26 0.72 1.50 -3.01  0.120
H27 3.94 2.45 3.81  0.072
H28 4.56 0.25 -6.10  0.086

Calculated values
ΔE to the lowest compared entry with this formula, charge and spin, eV: 2.3709
Orbital gap, eV: 8.4
Total energy, eV: -34438.496
Net charge: 0
Max |F|, eV/A: 2.8
HOMO energy, eV: -7.7
M, g mol⁻¹: 384.5
LUMO energy, eV: 0.611
SMILES: CNC(=O)[C@H](Cc1ccccc1)NC(C)=O.C/C=C/c1ccc(O)c(OC)c1

=====

Record 3
Density functional theory data (ωB97M-V with the def2-TZVPD basis set) for C4H10N2O in the gas phase.

Last column: Löwdin charge in e.
Geometry (Å):
O1 0.16 2.01 0.55  0.087
N1 0.72 -0.19 0.26  -0.140
N2 -1.57 0.57 0.05  -0.020
C1 -0.14 0.86 0.31  -0.480
C2 -2.23 0.96 -1.34  -0.119
C3 2.09 0.04 0.69  -0.032
C4 0.33 -1.56 -0.01  -0.045
H1 1.23 -2.12 -0.29  0.093
H2 2.23 1.10 0.87  0.087
H3 -2.07 1.16 0.71  0.140
H4 -1.86 0.18 -2.02  -0.046
H5 2.29 -0.51 1.63  0.097
H6 -1.66 1.88 -1.60  -0.025
H7 2.79 -0.30 -0.07  0.094
H8 -1.83 -0.39 0.24  0.121
H9 -0.10 -2.06 0.88  0.097
H10 -0.37 -1.62 -0.85  0.089

Calculated values
ΔE to the lowest compared entry with this formula, charge and spin, eV: 4.0329
Orbital gap, eV: 7.3
Total energy, eV: -9334.955
Net charge: 0
Max |F|, eV/A: 0.5
HOMO energy, eV: -6.9
M, g mol⁻¹: 102.1
LUMO energy, eV: 0.416

=====

Record 4
Density functional theory data (ωB97M-V with the def2-TZVPD basis set) for C4H8N4 in the gas phase.

Last column: Löwdin charge in e.
Geometry (Å):
N1 -2.14 0.38 0.14  0.018
N2 1.28 -0.79 -0.07  -0.064
N3 -1.59 -1.90 -0.20  0.007
N4 -1.18 -0.62 0.32  -0.222
C1 2.67 -0.12 0.04  -0.119
C2 0.00 1.27 0.00  -0.046
C3 0.15 -0.16 -0.05  -0.385
C4 -1.36 1.49 -0.03  -0.123
H1 2.35 1.08 -0.36  0.106
H2 -1.85 2.51 -0.35  0.147
H3 3.38 -0.79 -0.48  0.048
H4 0.66 2.14 -0.03  0.091
H5 -0.57 -2.33 -0.53  0.126
H6 -1.84 -2.35 0.90  0.174
H7 -2.70 0.15 -0.63  0.108
H8 2.73 0.04 1.32  0.134

Calculated values
ΔE to the lowest compared entry with this formula, charge and spin, eV: 5.9683
Orbital gap, eV: 8.9
Total energy, eV: -10232.274
Net charge: 0
Max |F|, eV/A: 6.5
HOMO energy, eV: -7.9
M, g mol⁻¹: 112.1
LUMO energy, eV: 0.965
SMILES: C/N=c1\cc[nH]n1N

=====

Record 5
Density functional theory data (ωB97M-V with the def2-TZVPD basis set) for 2 unconnected molecules or ions with the total composition ClFHP.

Last column: Löwdin charge in e.
Geometry (Å):
Cl1 -0.50 0.28 2.14  -0.159
P1 0.73 -0.29 -0.87  0.855
F1 -0.13 1.04 -1.27  -0.459
H1 -0.11 -1.04 0.00  -0.237

Calculated values
ΔE to the lowest compared entry with this formula, charge and spin, eV: 3.2338
Orbital gap (spin up / spin down), eV: 8.8 / 5.8
Total energy, eV: -24542.496
Net charge: 0
Max |F|, eV/A: 1.7
HOMO energy (spin up / spin down), eV: -11.0 / -9.6
M, g mol⁻¹: 86.4
LUMO energy (spin up / spin down), eV: -2.265 / -3.723

=====

Record 6
Density functional theory data (ωB97M-V with the def2-TZVPD basis set) for a molecular structure, C23H28BN8Rh.

Last column: Löwdin charge in e.
Geometry (Å):
Rh1 -0.50 0.65 -1.58  1.288
N1 0.16 -1.18 -1.83  -0.074
N2 0.35 -2.38 1.75  0.046
N3 1.03 -0.03 0.81  0.056
N4 0.45 -1.91 -0.72  0.032
N5 -1.95 -0.37 -0.42  0.017
N6 1.05 -2.22 2.81  0.213
N7 1.07 0.77 -0.30  -0.002
N8 -1.38 -0.94 0.68  0.035
C1 -1.59 2.64 0.44  -0.014
C2 -4.21 0.04 -1.35  0.001
C3 -0.58 3.47 0.86  0.003
C4 -2.37 -1.32 1.51  -0.009
C5 -3.28 -0.42 -0.29  -0.283
C6 -0.27 -3.66 1.73  0.026
C7 1.09 -3.07 -2.50  0.049
C8 -3.58 -1.01 0.94  0.051
C9 0.95 -3.42 3.54  -0.170
C10 -1.84 2.41 -0.96  -0.191
C11 2.70 2.26 -1.45  0.009
C12 0.03 3.83 -1.46  -0.002
C13 0.53 -1.86 -2.92  -0.273
C14 0.33 -1.32 -4.29  0.003
C15 0.11 -4.32 2.85  0.065
C16 2.15 0.20 1.53  -0.004
C17 1.23 5.14 0.34  -0.010
C18 0.23 4.13 -0.07  -0.220
C19 2.23 1.44 -0.30  -0.273
C20 1.65 -3.56 4.81  0.037
C21 2.92 1.13 0.88  0.048
C22 -0.99 2.97 -1.90  -0.152
C23 1.04 -3.05 -1.13  -0.004
B1 0.13 -1.29 0.67  -0.600
H1 -2.24 2.17 1.17  0.127
H2 0.98 -0.45 -4.47  0.092
H3 2.73 -3.44 4.64  0.131
H4 1.38 -2.74 5.49  0.128
H5 -4.92 -0.76 -1.58  0.112
H6 0.58 -2.07 -5.04  0.105
H7 0.64 4.35 -2.19  0.137
H8 0.69 6.08 0.55  0.124
H9 -2.16 -1.80 2.46  0.144
H10 -0.91 -3.95 0.91  0.154
H11 -0.44 3.66 1.92  0.141
H12 3.88 1.51 1.18  0.139
H13 -4.56 -1.21 1.34  0.140
H14 -2.81 2.04 -1.25  0.091
H15 1.46 -4.52 5.28  0.112
H16 2.01 2.22 -2.29  0.070
H17 -4.80 0.90 -1.03  0.109
H18 -0.71 -1.02 -4.46  0.089
H19 3.65 1.86 -1.80  0.113
H20 1.72 4.86 1.28  0.104
H21 -3.69 0.28 -2.28  0.082
H22 1.96 5.35 -0.43  0.091
H23 1.38 -3.79 -0.42  0.140
H24 2.87 3.30 -1.17  0.090
H25 2.33 -0.32 2.45  0.121
H26 1.49 -3.85 -3.13  0.137
H27 -0.16 -5.32 3.15  0.149
H28 -1.23 2.94 -2.96  0.133

Calculated values
ΔE to the lowest compared entry with this formula, charge and spin, eV: 0.0000
Orbital gap (spin up / spin down), eV: 6.3 / 5.6
Total energy, eV: -39883.618
Net charge: +3
2S+1: 2
Max |F|, eV/A: 1.9
HOMO energy (spin up / spin down), eV: -18.1 / -17.9
M, g mol⁻¹: 530.3
LUMO energy (spin up / spin down), eV: -11.767 / -12.309